{
  "formula": "C35H63AsFN3OsS2Si",
  "method": "the ωB97M-V functional and the def2-TZVPD basis",
  "e_above_lowest_kj_mol": 0.0,
  "fmax_ha_per_bohr": 0.0111,
  "homo_lumo_gap_ev": [7.23, 7.23],
  "charge": 2,
  "symbols": ["Os", "C", "C", "C", "C", "C", "C", "C", "C", "C", "C", "C", "C", "N", "C", "C", "C", "C", "C", "C", "F", "H", "H", "H", "H", "H", "H", "H", "H", "H", "H", "H", "H", "H", "H", "H", "H", "H", "H", "H", "H", "H", "C", "Si", "C", "C", "C", "C", "C", "C", "C", "C", "H", "H", "H", "H", "H", "H", "H", "H", "H", "H", "H", "H", "H", "H", "H", "H", "H", "H", "H", "H", "H", "C", "C", "N", "C", "S", "N", "C", "C", "H", "H", "H", "H", "H", "H", "H", "H", "H", "H", "H", "H", "C", "As", "C", "C", "S", "H", "H", "H", "H", "H", "H", "H", "H", "H"],
  "xyz": [[-0.386, 0.957, -0.560], [-4.286, 4.054, -1.516], [-4.052, 2.631, -0.991], [-5.287, 1.798, -1.359], [-3.758, 2.596, 0.508], [-4.514, 3.411, 1.343], [-4.326, 3.404, 2.715], [-3.388, 2.556, 3.268], [-2.621, 1.686, 2.489], [-1.709, 0.757, 3.299], [-1.205, -0.547, 2.684], [-0.529, 1.539, 3.885], [-2.801, 1.745, 1.104], [-2.102, 0.844, 0.207], [-2.867, -0.329, -0.087], [-4.058, -0.701, 0.536], [-4.709, -1.868, 0.161], [-4.199, -2.690, -0.835], [-3.001, -2.358, -1.456], [-2.393, -1.204, -1.044], [-1.157, -0.853, -1.592], [-4.256, 4.059, -2.607], [-3.554, 4.773, -1.152], [-5.271, 4.424, -1.228], [-3.192, 2.206, -1.515], [-6.149, 2.122, -0.771], [-5.146, 0.733, -1.191], [-5.531, 1.942, -2.412], [-5.269, 4.059, 0.914], [-4.929, 4.037, 3.353], [-3.270, 2.525, 4.345], [-2.337, 0.455, 4.142], [-0.484, -0.375, 1.882], [-2.009, -1.168, 2.289], [-0.707, -1.122, 3.468], [0.160, 1.831, 3.090], [0.009, 0.923, 4.609], [-0.851, 2.449, 4.390], [-4.485, -0.069, 1.302], [-5.635, -2.131, 0.653], [-4.721, -3.591, -1.125], [-2.560, -2.973, -2.228], [4.345, -1.943, -0.881], [2.481, -2.086, -0.965], [1.915, -2.425, -2.750], [0.637, -3.264, -2.846], [1.747, -1.129, -3.552], [3.063, -3.238, -3.387], [1.816, -3.065, 0.496], [2.322, -2.548, 1.841], [0.292, -3.182, 0.552], [2.436, -4.461, 0.230], [4.810, -2.881, -1.189], [4.697, -1.716, 0.125], [4.690, -1.181, -1.583], [-0.211, -2.784, -2.365], [0.768, -4.255, -2.409], [0.389, -3.406, -3.901], [0.918, -0.514, -3.193], [1.531, -1.391, -4.592], [2.655, -0.522, -3.552], [3.266, -4.169, -2.851], [3.990, -2.669, -3.460], [2.771, -3.514, -4.404], [1.805, -1.633, 2.128], [3.401, -2.370, 1.862], [2.107, -3.295, 2.610], [-0.185, -2.202, 0.630], [0.012, -3.752, 1.443], [-0.121, -3.705, -0.309], [3.528, -4.442, 0.250], [2.111, -4.885, -0.725], [2.114, -5.159, 1.008], [3.130, 0.898, 4.145], [2.795, 1.804, 2.975], [2.312, 1.047, 1.808], [2.867, 0.827, 0.644], [1.795, 0.166, -0.638], [4.123, 1.043, 0.307], [5.300, 1.319, 1.150], [5.759, 2.763, 1.063], [3.421, 1.499, 5.006], [3.947, 0.214, 3.913], [2.263, 0.301, 4.432], [3.632, 2.425, 2.670], [1.984, 2.484, 3.233], [1.324, 0.810, 1.822], [4.310, 0.939, -0.679], [6.084, 0.647, 0.796], [5.073, 1.014, 2.167], [6.072, 3.015, 0.050], [6.612, 2.917, 1.723], [4.969, 3.455, 1.356], [1.322, 5.863, -0.519], [-0.245, 4.745, -0.455], [-1.545, 5.735, 0.540], [-0.838, 4.452, -2.253], [0.277, 2.921, 0.550], [1.448, 6.282, -1.515], [2.171, 5.234, -0.264], [1.223, 6.670, 0.204], [-2.438, 5.131, 0.681], [-1.781, 6.689, 0.074], [-1.096, 5.910, 1.519], [-1.200, 5.363, -2.725], [-1.612, 3.689, -2.244], [0.019, 4.069, -2.807]],
  "forces_ev_per_angstrom": [[0.114, 0.323, 0.434], [-0.029, 0.003, 0.011], [0.048, 0.009, 0.001], [-0.027, -0.029, 0.011], [-0.027, 0.012, -0.005], [0.048, 0.032, -0.020], [0.006, 0.010, 0.012], [-0.025, -0.056, 0.034], [-0.040, 0.011, -0.018], [-0.067, 0.019, 0.025], [0.002, 0.035, 0.083], [-0.023, -0.094, -0.012], [0.146, -0.043, -0.066], [-0.430, -0.219, -0.225], [0.105, 0.008, -0.050], [-0.029, 0.002, 0.023], [0.019, 0.005, -0.009], [-0.008, -0.002, 0.032], [-0.017, -0.028, -0.006], [0.062, -0.005, 0.073], [-0.074, 0.067, -0.072], [-0.003, -0.021, 0.013], [0.077, 0.018, 0.004], [0.014, -0.012, 0.003], [0.007, 0.020, 0.006], [0.008, 0.009, -0.007], [-0.002, 0.009, -0.002], [0.011, -0.006, 0.009], [0.012, -0.020, 0.011], [0.013, 0.007, -0.008], [-0.005, 0.008, -0.009], [0.030, 0.027, 0.035], [-0.043, 0.002, 0.003], [0.013, 0.027, -0.018], [-0.003, -0.022, -0.003], [-0.210, 0.063, 0.036], [-0.022, 0.009, -0.007], [0.007, 0.011, -0.022], [0.016, 0.016, -0.005], [0.007, -0.006, -0.007], [-0.001, 0.007, 0.002], [-0.015, 0.017, 0.006], [-0.168, 0.160, -0.013], [-0.016, 0.246, 0.094], [0.168, -0.085, 0.122], [-0.026, -0.020, 0.007], [-0.026, -0.036, -0.069], [-0.057, -0.043, -0.098], [0.086, -0.367, -0.339], [0.053, 0.048, 0.029], [-0.024, 0.056, 0.046], [-0.085, -0.052, 0.083], [-0.098, -0.027, 0.016], [0.045, 0.077, -0.034], [0.111, 0.004, 0.038], [0.014, -0.003, -0.031], [-0.019, 0.024, -0.009], [0.004, -0.006, 0.006], [0.007, -0.026, -0.017], [0.012, 0.021, 0.008], [-0.024, 0.019, 0.023], [0.012, 0.026, 0.004], [-0.008, -0.007, 0.005], [-0.003, 0.005, 0.015], [0.001, 0.095, 0.039], [-0.030, 0.006, -0.013], [-0.002, 0.017, -0.001], [-0.008, -0.031, -0.029], [-0.015, 0.007, -0.008], [0.001, 0.019, -0.007], [-0.022, -0.005, -0.005], [0.040, 0.019, 0.029], [-0.015, 0.040, 0.008], [0.008, -0.020, 0.007], [0.038, 0.038, -0.072], [0.078, -0.069, -0.037], [-0.037, -0.006, 0.152], [0.228, 0.043, 0.012], [-0.014, 0.003, -0.085], [0.021, -0.075, 0.001], [-0.007, 0.023, -0.009], [0.004, 0.003, -0.008], [0.002, 0.006, -0.008], [0.031, 0.011, -0.023], [0.002, -0.030, 0.018], [0.075, 0.019, 0.021], [-0.011, -0.111, 0.071], [0.013, -0.037, -0.012], [0.010, 0.018, -0.007], [-0.008, 0.007, 0.005], [-0.010, -0.006, 0.002], [0.006, -0.008, -0.010], [0.008, -0.001, 0.007], [0.047, -0.065, 0.052], [-0.252, 0.324, -0.399], [-0.013, -0.091, 0.378], [0.165, -0.249, -0.148], [0.129, -0.247, -0.052], [-0.028, -0.026, -0.015], [0.076, 0.080, -0.034], [0.008, -0.019, 0.017], [-0.040, -0.011, -0.024], [0.046, -0.054, -0.125], [-0.039, 0.052, 0.003], [-0.007, 0.073, 0.153], [-0.079, 0.006, 0.003], [-0.021, 0.013, -0.025]]
}

{
  "formula": "C35H63F2NO19S",
  "method": "the ωB97M-V functional and the def2-TZVPD basis",
  "fmax_ha_per_bohr": 0.0630,
  "homo_lumo_gap_ev": 8.84,
  "smiles": "CCSC[C@H](CN)O[C@@](F)(CCCF)Cc1ccc(C)cc1.COC(=O)OC.COC(=O)OC.COC(=O)OC.COC(=O)OC.COC(=O)OC.COC(=O)OC",
  "symbols": ["C", "C", "S", "C", "C", "C", "N", "O", "C", "F", "C", "C", "C", "F", "C", "C", "C", "C", "C", "C", "C", "C", "H", "H", "H", "H", "H", "H", "H", "H", "H", "H", "H", "H", "H", "H", "H", "H", "H", "H", "H", "H", "H", "H", "H", "H", "H", "H", "H", "C", "O", "C", "O", "O", "C", "H", "H", "H", "H", "H", "H", "C", "O", "C", "O", "O", "C", "H", "H", "H", "H", "H", "H", "C", "O", "C", "O", "O", "C", "H", "H", "H", "H", "H", "H", "C", "O", "C", "O", "O", "C", "H", "H", "H", "H", "H", "H", "C", "O", "C", "O", "O", "C", "H", "H", "H", "H", "H", "H", "C", "O", "C", "O", "O", "C", "H", "H", "H", "H", "H", "H"],
  "xyz": [[1.138, -3.402, -0.794], [2.131, -3.978, -1.867], [3.275, -2.726, -2.591], [2.251, -1.234, -3.052], [1.825, -1.414, -4.565], [2.995, -1.044, -5.575], [3.101, -2.053, -6.678], [0.545, -0.886, -4.932], [0.198, 0.359, -4.415], [-0.357, 0.318, -3.096], [1.263, 1.506, -4.524], [0.825, 2.778, -3.655], [1.545, 2.701, -2.270], [2.947, 2.865, -2.464], [-1.044, 0.853, -5.326], [-2.373, 0.437, -4.586], [-3.121, 1.492, -3.919], [-4.337, 1.146, -3.183], [-4.806, -0.233, -3.089], [-6.070, -0.638, -2.277], [-4.035, -1.268, -3.799], [-2.817, -0.940, -4.539], [0.559, -4.182, -0.237], [1.618, -2.716, -0.046], [0.372, -2.773, -1.332], [1.493, -4.483, -2.650], [2.694, -4.819, -1.377], [1.382, -1.266, -2.344], [2.880, -0.329, -2.879], [1.737, -2.533, -4.694], [3.989, -1.025, -5.054], [2.809, -0.053, -6.079], [2.187, -2.167, -7.136], [3.658, -1.574, -7.398], [1.330, 1.851, -5.591], [2.291, 1.228, -4.191], [1.224, 3.662, -4.227], [-0.289, 2.852, -3.571], [1.190, 3.539, -1.621], [1.311, 1.721, -1.772], [-0.997, 0.330, -6.321], [-0.991, 1.955, -5.494], [-2.783, 2.555, -3.962], [-4.911, 1.943, -2.652], [-7.035, -0.290, -2.715], [-5.974, -0.133, -1.272], [-6.041, -1.736, -2.055], [-4.410, -2.316, -3.714], [-2.285, -1.786, -5.031], [-1.074, -1.703, 3.166], [-1.344, -2.832, 4.000], [-0.760, -3.965, 3.597], [-0.060, -4.089, 2.627], [-1.093, -4.935, 4.458], [-0.535, -6.211, 4.146], [-1.598, -0.848, 3.589], [-0.006, -1.483, 3.150], [-1.447, -1.873, 2.155], [0.554, -6.171, 4.168], [-0.888, -6.559, 3.175], [-0.872, -6.912, 4.908], [8.212, 1.557, 2.146], [7.337, 0.815, 1.297], [6.548, 1.573, 0.524], [6.529, 2.776, 0.499], [5.788, 0.758, -0.214], [4.888, 1.434, -1.095], [8.800, 0.844, 2.722], [8.894, 2.169, 1.555], [7.642, 2.177, 2.840], [5.437, 2.041, -1.815], [4.186, 2.047, -0.532], [4.327, 0.676, -1.638], [-9.534, 0.778, 2.369], [-8.676, 1.033, 1.259], [-8.037, 2.208, 1.318], [-8.133, 3.021, 2.201], [-7.273, 2.319, 0.225], [-6.525, 3.533, 0.155], [-9.995, -0.196, 2.216], [-8.962, 0.748, 3.296], [-10.324, 1.527, 2.429], [-5.835, 3.610, 0.996], [-7.193, 4.395, 0.126], [-5.947, 3.510, -0.767], [-4.842, -3.546, 4.190], [-5.334, -2.210, 4.296], [-6.495, -2.092, 4.946], [-7.134, -2.988, 5.431], [-6.821, -0.792, 4.959], [-8.049, -0.497, 5.620], [-3.901, -3.507, 3.646], [-4.652, -3.967, 5.178], [-5.540, -4.172, 3.633], [-8.004, -0.785, 6.671], [-8.882, -0.994, 5.120], [-8.204, 0.580, 5.564], [10.616, -0.581, -0.400], [11.422, 0.352, 0.322], [12.471, 0.818, -0.365], [12.767, 0.520, -1.493], [13.133, 1.675, 0.421], [14.287, 2.255, -0.187], [9.800, -0.887, 0.253], [10.190, -0.115, -1.289], [11.195, -1.464, -0.669], [14.008, 2.833, -1.068], [15.014, 1.485, -0.447], [14.739, 2.927, 0.541], [-4.994, 1.632, 4.654], [-4.174, 2.561, 5.367], [-3.076, 2.941, 4.708], [-2.745, 2.573, 3.609], [-2.404, 3.802, 5.482], [-1.198, 4.295, 4.901], [-5.849, 1.397, 5.280], [-5.357, 2.075, 3.725], [-4.448, 0.710, 4.454], [-1.410, 4.842, 3.981], [-0.501, 3.478, 4.710], [-0.744, 4.979, 5.615]],
  "forces_ev_per_angstrom": [[-0.421, 0.823, -0.350], [-1.622, -0.476, 0.645], [0.225, 0.084, 0.360], [-0.523, -0.982, -0.054], [1.395, -1.329, 0.228], [-0.577, 0.299, -0.417], [-0.135, 0.706, -0.125], [0.426, 0.700, 1.130], [-1.457, 1.946, -2.140], [1.459, -0.490, -0.716], [-0.194, 0.590, 0.747], [1.221, -0.678, -0.596], [-1.112, 0.506, -0.299], [-1.221, -0.308, 0.098], [-0.629, -1.338, 0.790], [-0.609, 0.610, -0.052], [-1.249, -2.301, 0.329], [0.936, -1.193, -0.633], [1.495, 0.033, -1.446], [1.111, 0.596, 0.820], [0.403, 2.056, 0.331], [-1.772, 0.946, 1.222], [0.694, 0.466, -0.539], [-0.183, -0.811, -0.669], [0.595, -0.597, 0.573], [0.783, 0.614, 0.518], [0.123, 1.137, -0.706], [0.698, 0.434, -0.879], [-0.525, -0.814, -0.032], [-0.244, 1.168, 0.073], [-0.960, 0.025, -0.299], [0.125, -0.600, 1.054], [0.301, 0.083, 0.438], [-0.099, -0.572, 0.265], [-0.097, -0.725, 0.892], [-0.834, 0.091, -0.334], [-0.538, -0.589, 0.820], [1.054, -0.041, 0.169], [0.497, -0.670, -0.392], [0.598, 0.850, -0.443], [0.152, 0.550, 0.994], [-0.187, -0.922, 0.245], [-0.288, -1.094, 0.001], [0.549, -0.720, -0.527], [0.784, -0.488, 0.134], [-0.287, -0.457, -0.933], [-0.306, 0.949, -0.484], [0.527, 0.967, -0.242], [-0.240, 1.042, 0.353], [0.000, 0.411, -0.162], [0.009, -0.211, 0.036], [-0.059, 0.096, 0.111], [-0.063, -0.063, 0.084], [-0.036, 0.180, -0.074], [0.113, -0.377, -0.008], [-0.058, -0.205, 0.143], [-0.049, -0.132, -0.109], [0.155, -0.062, 0.029], [-0.072, 0.049, -0.150], [0.138, 0.102, -0.008], [-0.105, 0.241, 0.060], [0.275, 0.147, 0.241], [-0.090, -0.006, -0.105], [-0.068, -0.156, -0.070], [0.028, -0.157, 0.037], [0.186, 0.003, 0.137], [-0.190, 0.088, -0.156], [-0.158, -0.149, -0.172], [-0.135, 0.066, 0.042], [0.023, 0.073, -0.155], [-0.056, 0.095, 0.156], [0.183, 0.069, -0.033], [0.192, -0.152, 0.199], [-0.251, -0.137, 0.229], [0.090, 0.106, -0.068], [0.049, -0.105, -0.118], [0.024, -0.124, -0.093], [-0.136, -0.099, 0.114], [0.234, 0.300, -0.073], [0.177, 0.037, -0.228], [-0.040, 0.170, -0.065], [0.153, 0.056, 0.077], [-0.143, 0.049, 0.023], [0.033, -0.059, 0.153], [-0.132, -0.229, 0.015], [0.216, -0.421, -0.103], [-0.135, 0.175, 0.058], [0.166, -0.048, -0.108], [0.053, 0.176, -0.059], [-0.021, -0.104, -0.046], [-0.316, 0.114, 0.185], [-0.076, 0.262, 0.067], [-0.139, 0.003, -0.053], [-0.068, 0.036, 0.174], [-0.041, -0.137, -0.110], [0.064, -0.106, 0.140], [0.228, -0.038, -0.106], [-0.314, -0.282, -0.121], [0.147, 0.119, 0.002], [-0.051, 0.022, 0.119], [-0.029, 0.046, 0.158], [-0.136, -0.110, -0.024], [0.311, 0.196, -0.084], [0.137, 0.197, 0.135], [0.157, -0.060, -0.020], [0.030, 0.142, -0.111], [0.026, -0.169, -0.031], [-0.121, 0.027, -0.122], [-0.218, -0.108, 0.116], [-0.236, -0.211, -0.157], [0.235, 0.154, -0.073], [-0.147, 0.014, 0.195], [0.001, 0.054, 0.132], [-0.106, -0.106, -0.063], [0.311, 0.171, -0.068], [0.209, 0.193, 0.150], [0.135, -0.057, -0.008], [-0.022, 0.098, -0.084], [0.021, -0.168, -0.022], [-0.108, 0.030, -0.127], [-0.225, -0.092, 0.109]]
}